(1)
A cluster of 2 separate species, C3ClF2O2 in total in a non-equilibrium geometry, computed with ωB97M-V with the def2-TZVPD basis set.

```
8
Properties=species:S:1:pos:R:3
C -0.178 0.688 -0.147
C -1.411 0.271 -0.042
C 1.898 -0.728 0.140
O 2.169 -0.498 1.248
O 1.877 -1.250 -0.899
F 0.011 2.046 -0.540
F -2.683 0.857 -0.182
Cl -1.684 -1.387 0.422
```

Molar mass in g/mol: 141.48
Energy relative to the best compared isomer or geometry (same formula, charge and spin) in kcal/mol: 18.8
Total charge: -1

natural (NBO) atomic charge list, values in e, 2 entries: C -0.079; C 0.091

***

(2)
A cluster of 2 separate species, C6H13ClSi in total in a non-equilibrium geometry, computed with ωB97M-V with the def2-TZVPD basis set.

```
21
Properties=species:S:1:pos:R:3
C -0.382 2.794 -1.821
C -0.996 1.937 -0.918
C 0.877 -0.293 2.145
C -0.787 -1.998 1.169
C 0.121 -0.887 -1.957
C -0.466 -0.492 1.243
Si -0.311 0.277 -0.480
Cl 3.263 0.725 -0.401
H -0.606 3.848 -1.939
H 0.459 2.547 -2.533
H -1.622 2.320 -0.101
H 0.740 -0.636 3.231
H 1.697 -0.596 1.550
H 1.060 0.807 2.155
H -1.256 -2.343 0.145
H -1.310 -2.371 2.062
H 0.228 -2.445 1.287
H -0.073 -1.947 -1.678
H -0.485 -0.525 -2.785
H 1.157 -0.772 -2.248
H -1.308 0.051 1.876
```

<S²>: 2.02
Molar mass in g/mol: 148.71
Energy relative to the best compared isomer or geometry (same formula, charge and spin) in kcal/mol: 19.0
2S+1: 3

natural (NBO) atomic charge list, values in e, 2 entries: C -0.385; C -0.730

***

(3)
A cluster of 2 separate species, C37H33BF19NO6S2 in total in a non-equilibrium geometry, computed with ωB97M-V with the def2-TZVPD basis set.

```
99
Properties=species:S:1:pos:R:3
C -1.153 2.254 5.703
O -2.337 2.196 4.864
B -2.548 0.888 4.382
O -1.515 -0.073 4.487
C -3.955 0.515 3.671
C -5.231 0.582 4.422
S -5.120 1.091 6.185
C -6.485 0.260 3.765
F -7.678 0.278 4.432
C -6.485 -0.097 2.338
O -7.631 -0.396 1.620
C -5.215 -0.148 1.609
C -3.910 0.139 2.240
N -2.633 0.078 1.561
C -2.081 -1.320 1.549
O -2.434 -2.041 0.369
C -1.334 -2.463 -0.377
C -0.125 -1.708 -0.645
C 0.970 -2.224 -1.487
C 0.815 -3.537 -2.082
C -0.378 -4.354 -1.819
C -1.431 -3.810 -0.981
C -2.674 0.662 0.234
C -1.548 1.516 -0.178
C -1.469 2.202 -1.458
C -0.320 3.150 -1.922
C 0.998 3.064 -1.066
C 1.080 4.062 0.127
F 0.669 5.310 -0.380
F 0.133 3.763 1.107
C 2.519 4.302 0.714
F 2.540 5.487 1.420
F 3.357 4.527 -0.379
C 3.151 3.092 1.505
F 2.855 1.851 0.991
F 4.530 3.229 1.362
C 2.915 3.135 3.091
F 1.732 3.713 3.452
F 3.910 3.984 3.569
C 3.184 1.740 3.777
F 3.359 2.004 5.131
F 4.386 1.220 3.358
C 2.005 0.686 3.676
F 1.567 0.238 4.885
F 0.949 1.083 2.918
F 2.530 -0.433 3.047
C -2.585 1.974 -2.403
C -2.600 2.611 -3.828
C -2.321 1.462 -4.920
C -0.826 1.450 -5.429
C 0.038 0.229 -4.969
F -0.630 -0.727 -4.246
F 0.480 -0.414 -6.144
C 1.355 0.591 -4.166
F 1.065 0.548 -2.831
F 2.277 -0.421 -4.380
F 1.960 1.744 -4.558
C -3.736 1.132 -2.040
C -3.782 0.502 -0.729
S -5.167 -0.560 -0.168
H -1.282 1.487 6.506
H -1.064 3.248 6.226
H -0.208 2.106 5.119
H -1.976 -0.933 4.544
H -4.707 2.405 6.066
H -8.193 0.391 1.503
H -2.612 -1.840 2.403
H -0.994 -1.340 1.807
H 0.018 -0.692 -0.215
H 1.876 -1.615 -1.698
H 1.593 -3.964 -2.748
H -0.529 -5.376 -2.229
H -2.344 -4.412 -0.780
H -0.729 1.615 0.571
H -0.037 2.819 -2.961
H -0.740 4.181 -2.040
H 1.855 3.204 -1.785
H 1.081 2.000 -0.705
H -1.871 3.442 -3.975
H -3.640 2.973 -4.046
H -2.952 1.765 -5.808
H -2.720 0.476 -4.586
H -0.348 2.398 -5.047
H -0.790 1.539 -6.550
H -4.597 0.957 -2.731
C 6.697 -6.563 -1.026
C 5.734 -6.480 -2.192
O 4.393 -6.250 -1.742
C 3.885 -5.035 -1.466
C 4.819 -3.857 -1.354
O 2.709 -4.909 -1.243
H 6.733 -5.626 -0.468
H 7.705 -6.794 -1.376
H 6.380 -7.337 -0.325
H 6.031 -5.733 -2.931
H 5.717 -7.438 -2.712
H 5.094 -3.716 -0.309
H 4.299 -2.968 -1.712
H 5.720 -3.948 -1.958
```

Total energy in eV: -126656.8621
Molar mass in g/mol: 1023.58
SMILES string: COB(O)c1c(S)c(F)c(O)c2c1N(COc1ccccc1)c1cc(CCC(F)(F)C(F)(F)C(F)(F)C(F)(F)C(F)(F)C(F)(F)F)c(CCCC(F)(F)C(F)(F)F)cc1S2.CCOC(C)=O

Mulliken atomic charge list, values in e, 2 entries: C -0.393; O -0.506

***

(4)
The molecule C6H15N in a non-equilibrium geometry, computed with ωB97M-V with the def2-TZVPD basis set.

```
22
Properties=species:S:1:pos:R:3
C 2.986 0.239 -0.478
C 2.028 0.022 -1.668
C 0.685 -0.557 -1.257
N -0.081 0.283 -0.369
C -1.446 -0.157 -0.190
C -2.185 0.600 0.907
C -2.278 -0.099 2.263
H 2.611 -0.192 0.446
H 3.945 -0.236 -0.674
H 3.175 1.290 -0.272
H 1.935 0.966 -2.210
H 2.498 -0.684 -2.352
H 0.107 -0.854 -2.143
H 0.899 -1.551 -0.813
H 0.417 0.410 0.503
H -1.979 -0.011 -1.142
H -1.567 -1.240 -0.049
H -3.204 0.769 0.541
H -1.753 1.588 1.033
H -2.410 0.696 3.016
H -1.294 -0.463 2.567
H -3.089 -0.820 2.343
```

Molar mass in g/mol: 101.19
SMILES string: CCCNCCC
Energy relative to the best compared isomer or geometry (same formula, charge and spin) in kcal/mol: 19.3

natural (NBO) atomic charge list, values in e, 2 entries: C -0.617; C -0.404

***

The lowest molar mass belongs to which entry? C6H15N